DFT (ωB97M-V/def2-TZVPD) results for one molecule with the formula CH6N2O3 at a distorted geometry.

XYZ file:
```
12
Properties=species:S:1:pos:R:3:forces:R:3:mulliken_charge:R:1
N -1.189 -1.119 -0.631 1.64 -1.36 -0.49 -0.4712
N -0.284 -0.142 -1.084 -0.39 2.64 3.50 -0.4897
C 0.507 0.484 0.423 -2.00 -0.31 -3.14 0.6555
O 0.458 1.849 0.230 1.40 0.27 -0.29 -0.5149
O -0.344 0.042 1.310 0.76 1.01 2.65 -0.5866
O 1.759 -0.107 0.477 -0.99 -0.43 -0.42 -0.5022
H -2.112 -0.739 -0.728 -0.43 -0.87 -0.72 0.2681
H -0.934 -2.126 -0.865 -1.13 1.99 0.35 0.2188
H 0.494 -0.451 -1.563 1.61 -1.62 -1.36 0.2127
H 0.080 2.396 0.934 -0.02 -0.97 0.12 0.3291
H -0.895 -0.572 0.804 -1.07 -1.46 -0.44 0.5601
H 2.459 0.484 0.693 0.63 1.11 0.24 0.3203
```
Positions in Å, forces in eV/Å.

Results
ΔE to the lowest compared entry with this formula, charge and spin in kJ/mol: 127.1
Structure (SMILES): NNC(O)(O)O
LUMO in eV: 0.8
2S+1: 1

DFT (ωB97M-V/def2-TZVPD) results for a 3-piece molecular cluster, C3H6N2 overall at a distorted geometry.

XYZ file:
```
11
Properties=species:S:1:pos:R:3:forces:R:3:mulliken_charge:R:1
C 1.153 -0.098 0.027 0.16 -0.51 2.90 -1.0910
C -0.235 0.054 -0.444 1.00 0.18 -0.87 0.5235
N -0.947 -1.049 0.040 0.60 0.01 1.67 -0.6277
C -0.822 1.391 -0.242 -0.27 0.88 0.08 0.1520
N -1.311 2.427 -0.074 0.50 -1.11 -0.17 -0.3993
H 1.794 0.782 -0.126 -0.04 -0.44 0.62 0.3601
H 0.725 -0.586 1.417 1.65 1.38 -1.89 0.0948
H 1.582 -1.046 -0.300 -0.01 0.26 -0.02 0.3730
H 0.272 -0.012 -1.466 -1.65 -0.03 -0.34 0.1503
H -1.959 -0.858 0.002 0.57 -0.29 0.58 0.2535
H -0.247 -1.025 1.254 -2.50 -0.33 -2.55 0.2106
```
Positions in Å, forces in eV/Å.

Results
ΔE to the lowest compared entry with this formula, charge and spin in kJ/mol: 445.7
LUMO in eV: 0.3
2S+1: 1

DFT (ωB97M-V/def2-TZVPD) results for an isolated ion of composition C4H10N3 and charge +1 at a distorted geometry.

XYZ file:
```
17
Properties=species:S:1:pos:R:3:forces:R:3:mulliken_charge:R:1
C 2.336 0.307 -0.391 1.12 0.47 -2.39 -1.1533
C 0.993 -0.146 -0.010 0.26 0.40 -0.96 0.4031
C 0.365 -1.286 -0.155 -2.31 -1.38 0.79 -0.6232
N -1.043 -1.319 0.277 1.83 0.72 -0.45 -0.4242
C -1.463 0.037 0.415 -1.15 0.46 1.03 0.1709
N -2.085 0.516 -0.704 -0.30 0.69 -0.75 -0.4652
N 0.090 0.800 0.601 -3.00 1.25 -2.01 -0.2449
H 2.278 1.284 -0.992 0.12 -1.33 0.89 0.3026
H 2.918 -0.422 -1.029 -1.09 0.59 0.52 0.3398
H 2.998 0.447 0.433 0.28 0.46 0.95 0.3157
H 0.663 -2.267 -0.440 0.91 -0.19 -0.47 0.4875
H -1.130 -1.883 1.101 -0.26 -0.24 0.45 0.3031
H -2.081 0.356 1.360 1.51 -0.83 -1.62 0.4083
H -2.975 0.989 -0.617 0.35 0.00 0.11 0.2361
H -1.940 0.089 -1.620 0.07 -0.05 0.71 0.2154
H 0.191 0.712 1.565 0.56 0.98 2.27 0.3435
H -0.115 1.787 0.205 1.12 -1.99 0.92 0.3849
```
Positions in Å, forces in eV/Å.

Results
Net charge: +1
ΔE to the lowest compared entry with this formula, charge and spin in kJ/mol: 180.2
Structure (SMILES): CC1=CN[C@H](N)[NH2+]1
LUMO in eV: -3.1
2S+1: 1

DFT (ωB97M-V/def2-TZVPD) results for C31H50ClF7N2NbO6 as an isolated structure at a distorted geometry.

XYZ file:
```
98
Properties=species:S:1:pos:R:3:forces:R:3:mulliken_charge:R:1
C 3.915 -2.957 1.891 0.16 0.21 -0.12 -0.8762
C 2.757 -3.189 0.916 0.05 -0.01 0.08 -0.0323
O 1.711 -4.025 1.422 -0.01 0.27 -0.10 -0.3905
C 1.272 -3.654 2.710 -0.03 -0.70 1.19 -0.2576
C -0.177 -4.098 2.945 0.07 -0.02 -1.19 -1.2262
C -1.207 -3.309 2.105 -0.05 0.01 0.58 -0.3514
C -1.844 -2.135 2.881 -0.66 -0.62 0.03 -0.8311
C -2.880 -1.363 2.018 0.08 0.09 -0.36 -0.4559
Nb -2.013 0.000 0.425 0.64 -2.90 0.75 -1.5127
F -1.957 -1.626 -0.767 0.14 1.61 0.86 -0.7091
Cl 0.334 -0.377 1.174 -0.72 0.31 -0.17 -0.3595
C -2.000 1.805 1.739 -0.19 -0.38 0.10 0.0867
C -2.482 1.594 3.203 0.02 0.82 -0.34 -1.0320
C -4.001 1.739 3.421 0.26 0.81 1.06 1.2113
C -4.220 1.657 4.974 0.50 0.09 -0.92 -1.6192
C -4.530 3.131 2.997 -0.63 -0.81 -0.39 -1.6326
C -4.146 0.343 -0.217 -0.13 -0.05 0.40 -1.5974
C -4.724 -0.770 -1.059 0.11 0.40 0.52 0.9885
C -5.508 -1.733 -0.445 -0.11 -0.10 0.50 -0.1285
C -6.056 -2.777 -1.158 -0.54 -0.84 0.01 -1.1067
C -5.876 -2.901 -2.520 0.25 -0.35 -0.61 1.1011
C -6.449 -4.019 -3.366 -0.23 0.46 -0.12 -1.3853
C -5.087 -1.943 -3.142 -0.18 -0.21 -0.23 -0.9975
C -4.519 -0.922 -2.420 0.57 0.73 -0.70 0.0079
C -1.142 1.165 -1.395 -0.53 0.36 -0.45 0.7389
O -0.009 0.854 -1.718 -0.35 0.45 0.04 -0.7370
C -1.783 2.282 -2.318 0.64 -0.12 -1.17 1.0683
F -3.048 2.013 -2.731 -0.08 -0.13 0.74 -0.2840
F -1.070 2.336 -3.487 0.06 0.10 0.29 -0.3069
C -1.772 3.722 -1.756 -0.61 0.39 -0.52 0.1996
F -2.804 3.917 -0.905 0.38 -0.35 0.36 -0.2739
F -2.025 4.561 -2.796 0.27 -0.16 0.00 -0.3211
C -0.444 4.197 -1.103 0.82 0.99 0.28 1.2987
F -0.397 5.560 -1.239 -0.07 -0.19 -0.19 -0.3239
F -0.412 3.984 0.222 -0.47 -0.48 -0.21 -0.2447
C 0.872 3.659 -1.737 1.58 -1.01 -0.96 0.0235
O 1.183 3.803 -2.889 -1.02 0.54 1.14 -0.5702
O 1.734 3.056 -0.857 -0.83 0.39 0.01 -0.4801
H 4.280 -3.897 2.332 -0.19 0.05 -0.21 0.2212
H 4.763 -2.492 1.357 -0.79 -0.34 0.39 0.4783
H 3.645 -2.296 2.726 -0.02 -0.10 -0.21 0.2896
H 3.156 -3.690 0.026 -0.24 -0.06 0.14 0.3313
H 2.298 -2.248 0.580 0.29 -0.04 0.19 -0.0268
H 1.877 -4.228 3.442 0.01 0.35 -0.06 0.3274
H 1.416 -2.591 2.950 -0.15 -0.05 -0.40 0.2344
H -0.420 -4.080 4.016 0.08 0.08 -0.17 0.4084
H -0.222 -5.144 2.602 0.06 0.13 0.30 0.4030
H -0.750 -2.999 1.160 -0.07 0.02 0.17 0.3450
H -2.030 -3.995 1.851 0.14 0.22 -0.08 0.3944
H -2.422 -2.629 3.688 0.24 0.22 -0.01 0.3515
H -1.104 -1.502 3.386 -0.01 0.01 -0.33 0.2542
H -3.632 -0.869 2.648 0.25 -0.01 -0.06 0.2816
H -3.430 -2.142 1.459 0.06 0.29 0.01 0.6143
H -0.943 2.103 1.811 -0.23 -0.02 -0.27 0.5983
H -2.558 2.661 1.335 0.23 -0.15 -0.07 0.2307
H -2.078 0.687 3.671 -0.27 -0.03 -0.31 0.0423
H -2.038 2.422 3.792 -0.13 -0.21 -0.02 0.5837
H -4.602 1.002 2.878 0.31 -0.13 0.16 0.0112
H -5.196 1.249 5.249 0.19 0.07 0.12 0.4029
H -4.098 2.683 5.346 -0.27 -0.27 0.20 0.3729
H -3.383 1.091 5.401 -0.51 -0.23 0.17 0.3617
H -5.616 3.114 3.185 0.23 0.24 0.03 0.4237
H -4.424 3.299 1.919 0.13 0.16 0.24 0.3306
H -4.099 3.950 3.583 0.14 -0.14 -0.22 0.3771
H -4.356 1.348 -0.606 0.22 -0.22 -0.20 0.7302
H -4.709 0.284 0.731 0.33 0.23 -0.08 0.4403
H -5.690 -1.703 0.629 0.08 0.16 -0.16 0.3430
H -6.646 -3.541 -0.649 0.07 0.18 0.04 0.2498
H -7.008 -4.746 -2.770 0.13 0.05 -0.14 0.3304
H -7.124 -3.565 -4.108 -0.05 -0.27 0.21 0.3054
H -5.676 -4.521 -3.962 -0.06 -0.03 0.35 0.3186
H -4.920 -2.006 -4.217 0.06 0.02 0.17 0.3485
H -3.888 -0.230 -2.973 -0.07 0.05 0.29 0.2820
H 1.650 2.090 -0.927 -0.06 -0.03 -0.03 0.3721
C 8.587 -0.788 0.485 0.00 0.02 -0.03 -1.3593
C 7.586 -1.606 1.264 -0.24 -0.06 -0.02 0.7892
O 6.431 -1.737 0.898 0.67 0.31 -0.26 -0.6232
N 8.011 -2.206 2.409 0.15 0.15 -0.18 -0.1495
C 9.331 -2.169 3.006 -0.43 -0.25 0.18 -0.8752
H 8.099 -0.379 -0.394 -0.09 -0.06 0.05 0.3099
H 8.959 0.038 1.093 0.13 -0.05 -0.03 0.3524
H 9.420 -1.414 0.161 0.08 0.09 0.07 0.3491
H 7.290 -2.734 2.876 0.01 0.01 0.01 0.2058
H 9.716 -3.188 3.084 0.19 0.08 0.03 0.2836
H 9.258 -1.746 4.010 0.21 0.03 0.00 0.2848
H 10.020 -1.573 2.418 -0.06 0.01 -0.04 0.3426
C 2.592 3.101 -5.479 0.14 -0.12 -0.17 -0.9741
C 3.782 2.596 -6.254 -0.11 -0.18 -0.11 0.5931
O 3.786 1.519 -6.827 0.04 0.03 -0.02 -0.6587
N 4.887 3.396 -6.300 -0.21 0.05 0.10 -0.1527
C 5.077 4.697 -5.690 0.34 -0.28 -0.29 -0.7530
H 1.795 2.365 -5.529 0.07 -0.04 -0.01 0.2993
H 2.856 3.252 -4.435 -0.09 0.14 -0.01 0.2726
H 2.230 4.035 -5.910 0.00 0.07 0.16 0.3744
H 5.646 3.001 -6.833 0.00 0.01 0.02 0.2221
H 5.300 5.429 -6.469 -0.04 0.16 0.14 0.2709
H 5.925 4.649 -5.003 -0.07 0.18 0.10 0.2718
H 4.195 5.014 -5.144 -0.02 -0.07 -0.02 0.2796
```
Positions in Å, forces in eV/Å.

Results
Net charge: -1
ΔE to the lowest compared entry with this formula, charge and spin in kJ/mol: 58.9
LUMO in eV: 1.6
2S+1: 1